1.
This record from the OMol25 dataset describes C9H12N4 in the gas phase at a distorted geometry. The level of theory is ωB97M-V/def2-TZVPD.

```
25
Properties=species:S:1:pos:R:3:forces:R:3
H -2.80474 1.13236 2.34246 0.127 0.108 -0.976
N -1.83187 0.97360 2.07976 0.870 -0.942 -0.062
C -1.51574 0.43083 0.96655 -4.278 0.594 0.469
C -0.19068 0.00738 0.66171 3.217 0.717 -1.490
C 0.53565 -0.96532 1.58467 0.369 0.543 -0.522
C 0.69964 1.30927 0.82540 -0.423 -0.109 0.453
N 1.49321 1.76466 -0.01434 0.766 0.156 1.004
C 1.95491 1.69713 -1.32327 -3.053 0.892 2.947
N 1.32951 2.22856 -2.24888 -3.106 1.106 -2.744
C -0.12713 2.54124 -2.11748 3.479 3.170 -0.714
C -0.97086 1.61013 -1.76351 -1.146 -2.430 -0.259
N -0.45808 0.25785 -1.79904 -0.595 0.369 0.238
C -0.06859 -0.43697 -0.81975 -0.668 -0.131 -0.047
C 0.49492 -1.81725 -1.15033 -2.646 2.514 -0.167
H -2.22151 0.25048 0.08897 0.256 0.210 1.286
H 1.53084 -0.91163 1.08806 -0.248 -0.733 1.167
H 0.12776 -1.98577 1.58425 0.143 0.402 0.158
H 0.55905 -0.48886 2.56701 0.123 -0.535 0.087
H 0.58623 1.80324 1.85775 0.107 -0.676 -1.500
H 2.94748 1.49849 -1.34270 3.068 -0.921 -0.572
H -0.32278 3.64197 -2.43778 -0.045 -2.307 0.819
H -2.08049 1.65014 -1.78848 0.954 0.390 -0.009
H -0.21987 -2.53214 -0.85715 -0.771 -1.199 0.312
H 1.33181 -1.89820 -0.60577 3.234 -0.931 1.744
H 0.68033 -1.82762 -2.17586 0.268 -0.259 -1.623
```
Forces are in eV/Å.

Calculated values
HOMO-LUMO gap: 9.03 eV
Energy: -569.0144 a.u.
SMILES: [H]/N=C/[C@]1(C)\C=N/C=N\C=C/N=C\1C
ΔE to the lowest compared entry with this formula, charge and spin: 97.3 kcal per mole
Spin multiplicity: 1


2.
This record from the OMol25 dataset describes a gas-phase ion, C9H12NO2P2 (charge +1) at a distorted geometry. The level of theory is ωB97M-V/def2-TZVPD.

```
26
Properties=species:S:1:pos:R:3:forces:R:3
C 3.25344 1.55780 -0.01901 1.584 -0.148 -2.208
C 3.11345 0.22419 0.26138 -1.088 0.920 1.452
C 2.14175 2.35568 -0.13549 1.047 2.572 -0.643
C 1.86782 -0.29249 0.60500 1.192 -2.286 -1.262
C 0.93063 1.83011 0.06714 -3.987 -0.208 0.684
C 0.77645 0.47557 0.41881 0.204 0.997 -0.078
C -1.39040 -1.08913 -1.16696 2.664 1.688 0.608
C -0.54242 0.00487 0.81297 -1.018 -1.164 1.126
C -2.93412 0.13761 0.34324 -0.325 -0.161 -0.753
N -1.55277 0.15251 -0.23635 -1.763 -2.048 -0.950
O -3.76541 0.98061 -0.44874 -0.984 -1.355 -0.620
O -6.24452 0.30165 0.06643 2.721 1.528 -2.197
P -5.23584 0.92212 -1.04927 0.242 0.375 1.395
P -7.25425 -0.54849 0.92033 -1.438 -1.164 1.328
H 4.17673 1.92256 -0.53390 -0.464 -0.215 1.353
H 3.92751 -0.35020 0.52207 1.942 -1.319 -0.297
H 2.30350 3.42859 -0.39126 -0.411 -0.983 0.144
H 1.80531 -1.40999 0.71047 -0.140 1.273 0.513
H -0.06637 2.41810 0.03612 1.966 -0.505 -0.070
H -0.26046 -1.02684 -1.47992 -2.247 -0.340 0.144
H -1.53575 -1.92818 -0.50235 -0.336 -0.284 -0.313
H -2.08639 -0.97780 -1.97924 -0.111 -0.276 -0.268
H -0.63528 -1.09747 1.12919 0.522 1.818 -0.185
H -0.85071 0.66195 1.61137 -0.359 -0.140 0.572
H -2.96925 0.38664 1.37930 0.110 0.442 0.515
H -1.44048 0.92884 -0.86398 0.475 0.985 0.010
```
Forces are in eV/Å.

Calculated values
Charge: +1
HOMO-LUMO gap (alpha / beta): 5.68 / 5.52 eV
Energy: -1237.6460 a.u.
ΔE to the lowest compared entry with this formula, charge and spin: 61.4 kcal per mole
Spin multiplicity: 1


3.
This record from the OMol25 dataset describes C9H12NO2PS in the gas phase at a distorted geometry. The level of theory is ωB97M-V/def2-TZVPD.

```
26
Properties=species:S:1:pos:R:3:forces:R:3
H -0.54803 1.05024 -3.55749 1.419 -1.848 -0.987
N -0.99474 1.58949 -2.88974 -1.637 1.864 1.169
C -0.82332 1.45614 -1.64398 1.211 0.571 -0.430
C -1.46721 2.46937 -0.78629 1.237 -3.226 2.861
C -1.59493 2.18958 0.53330 -0.890 -0.472 -0.970
C -1.44160 0.75485 0.91824 0.371 1.723 -0.007
C -0.68058 -0.08161 0.19719 -0.281 0.842 1.742
C -0.52149 -1.45778 0.64907 1.021 -3.647 -4.218
C -1.66059 -2.37584 0.08568 2.770 -2.237 1.623
C 0.08571 0.44252 -0.96711 -1.383 -0.539 1.223
O 1.45021 0.83727 -0.50909 -0.395 -0.349 -1.616
S 1.81909 1.49907 0.90816 -0.197 -0.362 0.530
O 1.91719 0.19749 1.96468 -0.600 -0.170 -0.713
P 2.95327 -1.10078 1.90578 0.867 0.879 0.283
C 4.03096 -0.81330 0.68658 0.137 -0.521 0.085
H -1.60531 3.30371 -1.31676 -0.935 3.505 -1.312
H -2.01350 2.84571 1.31947 0.373 -0.144 -0.836
H -1.96107 0.57359 1.85937 0.321 -0.836 -0.235
H 0.38341 -2.08243 0.24449 -0.821 1.886 0.927
H -0.59883 -1.62417 1.63927 0.233 0.175 3.539
H -1.73522 -3.34133 0.75476 -0.105 1.845 -1.671
H -1.49425 -2.55674 -0.94932 0.394 -0.869 -0.851
H -2.47425 -1.79386 0.06069 -3.706 1.630 0.590
H 0.12330 -0.42743 -1.60456 1.196 -0.015 -0.680
H 5.03365 -1.25320 0.73055 -0.620 -0.467 -0.067
H 3.81813 -0.30056 -0.23292 0.019 0.780 0.022
```
Forces are in eV/Å.

Calculated values
HOMO-LUMO gap: 8.26 eV
Energy: -1294.7432 a.u.
SMILES: [H]/N=C1/C=CC=C(CC)[C@@H]1OSOP=C
ΔE to the lowest compared entry with this formula, charge and spin: 54.6 kcal per mole
Spin multiplicity: 1


4.
This record from the OMol25 dataset describes 2 unconnected molecules or ions with the total composition C9H12NO2S at a distorted geometry. The level of theory is ωB97M-V/def2-TZVPD.

```
25
Properties=species:S:1:pos:R:3:forces:R:3
C 2.89599 -0.76240 0.66582 1.031 2.014 1.578
C 2.95410 -1.07747 -0.64862 0.232 -0.449 -2.089
C 1.68326 -0.81342 1.38435 0.115 -1.042 -2.992
C 1.80642 -1.47850 -1.32027 -0.200 0.007 1.918
C 0.56521 -1.31003 0.75316 -0.366 -0.859 -1.215
C 0.58175 -1.70318 -0.65758 2.543 1.726 2.426
C -0.45184 -2.37550 -1.24548 -3.777 0.631 -1.870
C -1.73610 1.21904 -1.09822 -1.879 -2.767 1.199
C -2.15909 1.46841 1.35258 2.504 -1.966 1.534
N -2.47607 0.78003 0.17404 -0.186 -1.283 -2.177
O -3.87680 -1.30111 -0.47216 0.551 -0.003 0.274
O -3.07119 -1.12648 1.85982 0.187 0.051 0.061
S -2.72778 -1.06686 0.43030 -0.365 0.814 -1.659
H 3.72989 -0.13301 1.02825 -0.286 -0.890 0.397
H 3.86724 -1.03483 -1.33372 -1.064 0.319 1.497
H 1.58794 -0.49276 2.35795 0.035 0.723 2.018
H 1.96308 -1.57640 -2.32634 -0.311 -0.755 -2.557
H -0.40340 -1.46178 1.22299 0.430 0.218 0.296
H -1.17256 -1.66692 -1.87832 1.459 -1.385 1.026
H -2.28599 0.73818 -1.94658 -0.156 1.158 0.447
H -1.62284 2.29514 -1.12101 -0.085 0.081 -0.205
H -0.81284 0.67377 -1.20416 1.166 0.316 0.435
H -0.97689 1.35937 1.57973 -1.979 1.013 -0.216
H -2.53276 2.45723 1.20041 0.164 1.091 0.739
H -2.62698 0.87841 2.20223 0.235 1.240 -0.864
```
Forces are in eV/Å.

Calculated values
Charge: -1
HOMO-LUMO gap (alpha / beta): 6.48 / 6.49 eV
Energy: -953.4023 a.u.
ΔE to the lowest compared entry with this formula, charge and spin: 86.6 kcal per mole
Spin multiplicity: 1


5.
This record from the OMol25 dataset describes C9H12O in the gas phase at a distorted geometry. The level of theory is ωB97M-V/def2-TZVPD.

```
22
Properties=species:S:1:pos:R:3:forces:R:3
C -0.71307 -0.08810 -1.75359 1.087 -3.840 1.575
C -1.17368 -0.34335 -0.26571 -0.370 -1.039 -1.658
C -0.73134 -1.49219 0.39163 -1.970 0.233 -0.183
C 0.64101 -1.55186 0.35454 0.692 2.425 0.883
C 1.15817 -0.22771 0.20250 2.729 -2.844 1.105
C 2.70027 -0.12918 -0.21051 -2.109 -0.240 2.443
C 0.45455 1.00425 0.52074 -0.440 0.786 -0.701
O 0.80454 2.05566 -0.03900 -0.250 -0.756 0.904
C -0.86412 1.08273 1.41049 -0.300 1.642 -0.611
C -2.03847 0.64332 0.42928 -1.958 -0.421 1.103
H -1.51987 -0.37406 -2.44121 0.074 0.103 0.171
H 0.19978 -0.91250 -1.82053 -2.455 2.507 -0.656
H -0.40800 0.90657 -1.92657 0.532 1.116 -0.244
H -1.49110 -2.04035 0.98682 0.966 0.098 -0.132
H 1.25827 -2.39600 0.56471 0.431 -0.488 -0.076
H 2.80404 0.89791 -0.48198 0.886 0.703 0.167
H 2.75797 -0.70263 -1.08348 0.625 -1.003 -1.291
H 3.38828 -0.55799 0.62558 -1.187 1.053 -1.509
H -0.88412 0.35723 2.26097 0.215 0.834 -0.569
H -0.87933 2.21628 1.67009 -0.193 -2.096 -0.011
H -3.09099 0.34584 0.95815 2.798 0.125 -0.945
H -2.37280 1.30614 -0.35292 0.201 1.101 0.234
```
Forces are in eV/Å.

Calculated values
HOMO-LUMO gap: 8.42 eV
Energy: -425.2196 a.u.
SMILES: CC1=CC=C(C)C(=O)CC1
ΔE to the lowest compared entry with this formula, charge and spin: 94.9 kcal per mole
Spin multiplicity: 1


6.
This record from the OMol25 dataset describes C9H12O2 in the gas phase at a distorted geometry. The level of theory is ωB97M-V/def2-TZVPD.

```
23
Properties=species:S:1:pos:R:3:forces:R:3
C 2.27665 2.09402 -0.38179 1.305 0.434 -0.871
C 1.37067 1.00321 0.13471 1.141 0.228 0.531
C 1.29633 0.95527 1.65740 -1.947 -1.100 -1.243
O 0.04698 1.17254 -0.36484 -0.366 -1.306 0.030
C -0.68427 -0.01356 -0.22180 -0.018 0.002 -0.973
C -1.73274 -0.08251 0.67981 0.877 2.122 -0.820
C -2.64387 -1.09331 0.67542 -0.591 0.038 0.626
C -2.38134 -2.15952 -0.13636 -1.394 -1.961 -0.204
C -1.35963 -2.14315 -1.06436 -0.120 0.093 0.328
C -0.51245 -1.07935 -1.13206 1.376 1.650 0.567
O 0.56179 -0.99710 -1.99824 -1.379 -1.959 -2.003
H 2.61115 1.99401 -1.50093 -0.891 0.183 2.129
H 3.20120 2.15176 0.25554 -0.663 -0.379 -0.707
H 1.79911 3.04999 -0.18429 -0.167 0.277 -0.440
H 1.80306 0.06332 -0.17176 -0.157 -0.553 -0.451
H 0.79110 1.83834 1.98673 -0.486 0.589 0.399
H 0.62522 0.04977 1.82660 1.190 1.122 0.646
H 2.24875 0.94043 2.10847 1.071 -0.557 0.605
H -1.84679 0.85376 1.19728 -0.373 0.042 0.577
H -3.57557 -0.96682 1.22760 0.406 -0.485 0.153
H -3.01920 -3.06573 -0.04301 0.375 0.796 -0.411
H -1.23469 -2.89696 -1.79484 0.032 -1.068 -0.420
H 0.35854 -1.66840 -2.75529 0.777 1.790 1.954
```
Forces are in eV/Å.

Calculated values
HOMO-LUMO gap: 9.35 eV
Energy: -500.5820 a.u.
SMILES: CC(C)Oc1ccccc1O
ΔE to the lowest compared entry with this formula, charge and spin: 24.7 kcal per mole
Spin multiplicity: 1


7.
This record from the OMol25 dataset describes C9H12O2 in the gas phase at a distorted geometry. The level of theory is ωB97M-V/def2-TZVPD.

```
23
Properties=species:S:1:pos:R:3:forces:R:3
C 2.81188 -1.12005 0.72817 0.816 -1.612 1.178
C 1.67859 -0.70538 0.72808 1.513 -0.394 -1.462
C 0.41700 -0.18819 0.24178 -1.458 -1.443 -1.335
O 0.53488 0.78472 -0.75453 1.931 0.454 -2.124
C 1.26629 0.23353 -1.99518 -0.098 -1.377 3.975
C -0.30508 0.39864 1.43728 -0.176 -1.337 0.297
C -1.75798 -0.07590 1.28562 -0.948 -0.020 2.314
C -2.25680 0.07889 -0.10520 -0.283 -1.794 -0.804
O -1.73555 -0.99364 -0.97251 1.524 0.459 1.690
C -0.44109 -1.35373 -0.49740 -0.671 -0.039 -0.250
C 0.08148 -2.52405 -0.85170 0.795 -0.530 0.982
H 3.67245 -1.79955 0.93595 -1.033 1.400 -0.389
H 1.52095 0.98204 -2.67388 -0.080 1.452 -0.807
H 0.58861 -0.52774 -2.31512 -0.114 -0.182 -1.067
H 2.19959 -0.29067 -1.62103 -0.976 0.764 -0.523
H -0.17712 1.44012 1.34506 0.077 1.421 0.198
H 0.32191 -0.00331 2.29088 -1.623 0.691 -0.305
H -1.67492 -1.13314 1.55654 -0.689 -0.076 -0.080
H -2.57614 0.36813 1.93577 1.442 -0.229 -0.213
H -3.33897 0.16695 -0.21818 0.048 -0.774 0.138
H -1.89338 0.95929 -0.49266 0.931 2.255 -0.991
H -0.41127 -3.35682 -1.36018 -0.176 0.687 0.030
H 1.09665 -2.74982 -0.46906 -0.751 0.222 -0.451
```
Forces are in eV/Å.

Calculated values
HOMO-LUMO gap: 9.87 eV
Energy: -500.4398 a.u.
SMILES: C#C[C@]1(OC)CCCOC1=C
ΔE to the lowest compared entry with this formula, charge and spin: 113.9 kcal per mole
Spin multiplicity: 1


8.
This record from the OMol25 dataset describes 2 unconnected molecules or ions with the total composition C9H12S at a distorted geometry. The level of theory is ωB97M-V/def2-TZVPD.

```
22
Properties=species:S:1:pos:R:3:forces:R:3
C -3.36296 0.04173 -0.61843 1.686 0.280 -1.749
S -2.28758 -0.49472 0.75606 1.388 1.545 -1.263
C -0.79900 0.53022 0.34217 -0.894 -0.544 1.166
C 0.06978 0.72983 1.38751 -0.049 -2.461 3.310
C 1.35583 1.16532 1.28372 -0.178 1.380 0.325
C 1.71171 1.87598 0.15749 -2.945 -2.112 -1.517
C 0.82072 1.77079 -0.94397 -0.967 0.430 -0.852
C -0.42885 1.07539 -0.86543 1.221 -0.026 0.601
H -2.99088 1.01142 -1.11818 -0.800 -1.212 1.358
H -4.30666 0.14969 -0.13447 -0.921 0.119 -0.382
H -3.31641 -0.68454 -1.48101 -0.511 0.454 1.162
H -0.10501 0.30422 2.43056 -0.508 0.375 -1.579
H 1.96263 1.07502 2.17730 0.260 0.240 -0.247
H 2.64204 2.27588 0.11917 2.538 1.462 -0.589
H 0.96285 2.25028 -1.94739 0.477 -0.388 1.205
H -1.08621 0.83393 -1.67309 0.213 0.494 -0.922
C 1.09149 -2.79628 0.27814 1.651 1.494 -0.814
C 1.94664 -1.90024 -0.23321 -0.350 -1.809 0.738
H 0.05706 -2.58497 0.29494 -0.978 0.269 0.277
H 1.43462 -3.69240 0.70073 0.307 -1.338 0.228
H 1.63262 -0.95891 -0.48748 -1.245 2.132 -0.900
H 2.99558 -1.97763 -0.42514 0.606 -0.784 0.447
```
Forces are in eV/Å.

Calculated values
HOMO-LUMO gap: 9.23 eV
Energy: -748.2392 a.u.
SMILES: CSc1ccccc1.C=C
ΔE to the lowest compared entry with this formula, charge and spin: 0.5 kcal per mole
Spin multiplicity: 1


9.
This record from the OMol25 dataset describes C9H12Si in the gas phase at a distorted geometry. The level of theory is ωB97M-V/def2-TZVPD.

```
22
Properties=species:S:1:pos:R:3:forces:R:3
C -2.04915 2.04944 -0.38462 -1.472 3.257 -1.434
C -0.82120 2.59519 -0.53178 1.891 0.441 1.448
C -2.20143 0.68513 -0.10203 -2.414 -2.919 0.968
C 0.26838 1.77003 -0.17760 -2.074 4.083 -1.106
C -1.15904 -0.10950 0.10665 2.047 -2.739 0.423
C 0.15644 0.42447 0.10889 -2.725 -4.307 0.447
C -0.99074 -1.63441 0.47382 0.310 2.238 -0.077
C 0.42907 -1.69768 1.08028 -0.789 -0.463 0.804
C 1.18277 -0.53025 0.46577 -0.268 0.292 -0.165
Si 2.47130 -0.91843 -0.89195 -1.426 0.544 -0.971
H -2.96595 2.62844 -0.62161 0.798 -0.310 0.263
H -0.70644 3.68314 -0.63715 0.142 -0.659 -0.414
H -3.22522 0.36328 0.06923 0.158 -0.380 -0.143
H 1.22921 1.95522 -0.31864 4.111 2.323 -0.820
H -1.74356 -1.84009 1.20116 -0.620 -0.886 0.242
H -0.98787 -2.25579 -0.40465 -0.646 -0.257 -0.376
H 0.33114 -1.64504 2.20264 0.424 0.211 -1.076
H 0.90554 -2.64070 0.84198 0.047 -0.380 0.114
H 1.81739 -0.08766 1.19534 1.074 0.631 0.961
H 2.75234 0.40919 -1.58960 0.318 -0.687 0.534
H 1.75950 -1.70639 -2.03062 0.852 0.136 0.993
H 3.54751 -1.49757 -0.05550 0.262 -0.168 -0.613
```
Forces are in eV/Å.

Calculated values
HOMO-LUMO gap (alpha / beta): 5.30 / 6.67 eV
Energy: -639.4230 a.u.
ΔE to the lowest compared entry with this formula, charge and spin: 4.9 kcal per mole
Spin multiplicity: 3